Formula: C68H49F15GeN3PPbS3Sb
Source: the Open Molecules 2025 dataset
Level of theory: ωB97M-V/def2-TZVPD

Values from the calculation:
Spin multiplicity ... 1
HOMO-LUMO gap ... 6.41 eV
Max |F| ... 1.0 eV/A
ΔE to the lowest compared entry with this formula, charge and spin ... 0.000 eV
E_LUMO ... 1.65 eV
Total charge ... -1

Geometry as XYZ:
```
142
Properties=species:S:1:pos:R:3:lowdin_charge:R:1
Pb -0.246 0.020 0.601 1.01
C 2.064 -5.475 1.371 -0.43
S 0.281 -5.238 1.252 0.83
C 0.002 -3.541 1.685 -1.12
S 1.245 -2.440 2.086 0.45
N -1.289 -3.310 1.659 -0.12
N -1.734 -2.059 1.554 -0.10
C -2.922 -1.784 1.926 -0.11
C -3.482 -0.461 1.636 -0.26
C -4.836 -0.227 1.861 -0.01
C -5.381 1.007 1.562 -0.05
C -4.563 1.999 1.044 -0.06
C -3.228 1.701 0.848 -0.15
N -2.690 0.512 1.140 0.02
H 2.244 -6.430 1.865 0.02
H 2.478 -4.657 1.957 -0.03
H 2.504 -5.477 0.376 0.01
H -3.545 -2.521 2.433 0.13
H -5.449 -1.031 2.248 0.12
H -6.435 1.195 1.724 0.11
H -4.945 2.981 0.796 0.12
H -2.548 2.443 0.442 0.10
C 0.438 1.417 6.565 -0.05
C 1.582 1.366 5.575 -0.24
C 2.868 1.505 6.103 -0.06
C 4.005 1.464 5.313 -0.08
C 3.881 1.267 3.947 -0.08
C 2.617 1.121 3.404 -0.10
C 1.459 1.171 4.186 -0.28
P -0.076 1.132 3.176 1.05
C -1.357 0.393 4.273 -0.32
C -0.959 -0.890 4.679 -0.13
C -1.783 -1.707 5.429 -0.08
C -3.044 -1.253 5.784 -0.08
C -3.448 0.012 5.390 -0.06
C -2.635 0.856 4.629 -0.26
C -3.190 2.219 4.294 -0.04
C -0.337 2.900 2.852 -0.32
C -0.541 3.827 3.880 -0.11
C -0.943 5.119 3.599 -0.10
C -1.152 5.485 2.269 -0.08
C -0.850 4.607 1.245 -0.05
C -0.356 3.313 1.499 -0.34
C 0.155 2.448 0.414 -0.30
H 0.700 2.074 7.396 0.08
H 0.242 0.422 6.972 0.09
H -0.490 1.768 6.128 0.05
H 2.968 1.667 7.172 0.11
H 4.983 1.591 5.764 0.10
H 4.756 1.217 3.311 0.10
H 2.512 0.955 2.337 0.05
H 0.016 -1.257 4.377 0.06
H -1.447 -2.697 5.715 0.11
H -3.714 -1.883 6.358 0.10
H -4.431 0.372 5.677 0.11
H -4.280 2.187 4.300 0.08
H -2.865 2.578 3.324 0.05
H -2.876 2.957 5.038 0.08
H -0.407 3.522 4.912 0.10
H -1.117 5.827 4.401 0.10
H -1.518 6.479 2.034 0.10
H -0.944 4.930 0.212 0.11
H 1.247 2.391 0.504 0.02
H -0.054 2.879 -0.568 0.03
C 6.296 -0.238 -1.568 -0.05
C 6.201 -0.671 -0.126 -0.30
C 7.379 -0.903 0.585 -0.06
C 7.362 -1.321 1.910 -0.09
C 6.151 -1.531 2.550 -0.10
C 4.967 -1.300 1.859 -0.15
C 4.973 -0.862 0.533 -0.33
Sb 3.008 -0.528 -0.306 1.46
C 3.500 1.232 -1.482 -0.34
C 3.797 2.304 -0.631 -0.18
C 3.969 3.593 -1.109 -0.09
C 3.844 3.830 -2.472 -0.09
C 3.572 2.775 -3.328 -0.05
C 3.387 1.469 -2.859 -0.29
C 3.064 0.399 -3.873 -0.04
C 3.046 -2.266 -1.584 -0.32
C 4.104 -3.172 -1.468 -0.12
C 4.082 -4.387 -2.141 -0.10
C 2.987 -4.713 -2.930 -0.08
C 1.928 -3.826 -3.039 -0.04
C 1.935 -2.603 -2.366 -0.30
C 0.734 -1.708 -2.502 -0.11
H 7.285 -0.466 -1.971 0.08
H 6.130 0.837 -1.664 0.08
H 5.548 -0.741 -2.186 0.06
H 8.331 -0.755 0.084 0.11
H 8.296 -1.489 2.435 0.10
H 6.119 -1.867 3.581 0.10
H 4.021 -1.472 2.362 0.06
H 3.897 2.126 0.439 0.08
H 4.176 4.407 -0.424 0.10
H 3.955 4.834 -2.866 0.10
H 3.481 2.959 -4.395 0.11
H 3.650 0.546 -4.782 0.08
H 2.008 0.447 -4.155 0.08
H 3.270 -0.599 -3.493 0.05
H 4.947 -2.937 -0.829 0.09
H 4.907 -5.082 -2.035 0.10
H 2.956 -5.661 -3.457 0.10
H 1.070 -4.079 -3.657 0.11
H 0.391 -1.687 -3.536 0.05
H 0.939 -0.673 -2.211 0.02
H -0.090 -2.073 -1.881 0.06
F -0.553 1.775 -2.691 0.06
C -1.791 2.251 -2.599 -0.28
C -2.864 1.391 -2.345 -0.53
C -4.113 1.996 -2.240 -0.27
F -5.199 1.256 -2.024 0.09
C -4.292 3.358 -2.382 -0.15
F -5.515 3.894 -2.289 0.11
C -3.208 4.175 -2.618 -0.14
F -3.373 5.491 -2.741 0.12
C -1.949 3.618 -2.721 -0.15
F -0.891 4.409 -2.922 0.12
Ge -2.082 -0.615 -4.463 0.93
S -2.677 -0.345 -2.132 0.64
C -4.103 -0.388 -4.935 -0.21
C -4.443 0.763 -5.628 -0.26
F -3.486 1.639 -5.994 0.05
C -5.738 1.098 -5.970 -0.16
F -6.019 2.215 -6.651 0.11
C -6.763 0.257 -5.591 -0.15
F -8.025 0.556 -5.906 0.11
C -6.479 -0.894 -4.886 -0.15
F -7.483 -1.698 -4.514 0.11
C -5.167 -1.195 -4.569 -0.24
F -4.976 -2.322 -3.867 0.09
C -2.119 -2.693 -4.483 -0.23
C -1.937 -3.228 -5.748 -0.26
F -1.897 -2.405 -6.818 0.05
C -1.788 -4.579 -5.996 -0.15
F -1.584 -5.046 -7.234 0.11
C -1.842 -5.456 -4.932 -0.15
F -1.696 -6.767 -5.136 0.12
C -2.041 -4.972 -3.654 -0.15
F -2.114 -5.833 -2.636 0.12
C -2.166 -3.611 -3.452 -0.25
F -2.339 -3.203 -2.182 0.04
```